Entry 1:
Density functional theory data (ωB97M-V/def2-TZVPD) for a molecular structure, C27H48OP2Sr.

Computed properties:
Charge ... 0
Energy above the lowest of the compared OMol25 structures with the same formula, charge and spin ... 154.2 kcal/mol
HOMO-LUMO gap (spin up / spin down) ... 3.6690 / 3.5842 eV

Geometry (Å):
P -0.194 -2.202 -1.745
P -0.445 2.443 -2.156
C -0.783 -0.577 -2.444
C -0.007 0.770 -2.974
H -1.677 -0.215 -1.910
H -1.129 -0.944 -3.426
H 1.099 0.644 -3.095
H -0.346 0.870 -3.997
C -2.100 2.715 -2.902
H -2.759 3.032 -2.079
H -2.502 1.793 -3.349
H -2.062 3.512 -3.652
C 0.700 3.598 -3.001
H 0.350 3.887 -4.000
H 1.721 3.192 -3.080
H 0.756 4.500 -2.370
C -1.166 -3.415 -2.603
H -1.213 -4.383 -2.087
H -0.705 -3.575 -3.582
H -2.191 -3.068 -2.771
C 1.480 -2.365 -2.408
H 1.914 -1.397 -2.715
H 1.315 -2.973 -3.305
H 2.175 -2.906 -1.747
Sr 1.155 0.488 -0.733
C 0.779 1.767 -5.826
C -0.569 1.834 -5.738
C -1.518 1.004 -6.548
C -1.062 -0.458 -6.744
C -0.316 -1.091 -5.590
C 1.022 -1.056 -5.439
C 1.918 -0.460 -6.473
C 1.511 0.986 -6.876
C -0.050 -2.399 -0.002
H 1.400 2.437 -5.224
H -1.068 2.619 -5.162
H -1.680 1.441 -7.551
H -2.520 1.005 -6.088
H -1.971 -1.060 -6.878
H -0.538 -0.532 -7.711
H -0.904 -1.862 -5.061
H 1.546 -1.711 -4.749
H 1.922 -1.054 -7.403
H 2.967 -0.460 -6.142
H 2.436 1.538 -7.092
H 0.975 0.950 -7.840
H 0.457 -1.532 0.471
H 0.594 -3.260 0.323
H -1.014 -2.472 0.550
C 3.469 2.379 3.684
C 2.539 1.469 2.877
C 3.262 0.198 2.412
C 1.279 1.091 3.637
C 1.335 0.732 4.980
C 0.169 0.447 5.697
C -1.068 0.628 5.069
C -1.159 0.969 3.725
C -2.548 1.211 3.143
C -3.295 -0.118 2.983
C -3.402 2.151 4.006
C 0.037 0.936 2.913
O 0.028 0.696 1.631
H 3.911 1.860 4.541
H 2.923 3.253 4.052
H 4.286 2.741 3.050
H 2.235 2.045 1.988
H 3.775 -0.272 3.263
H 2.566 -0.565 2.021
H 4.030 0.406 1.653
H 2.309 0.686 5.490
H 0.215 0.144 6.751
H -1.996 0.514 5.646
H -2.447 1.670 2.155
H -3.477 -0.562 3.971
H -4.266 0.029 2.495
H -2.717 -0.826 2.378
H -2.896 3.104 4.182
H -4.346 2.366 3.495
H -3.639 1.694 4.974


Entry 2:
Density functional theory data (ωB97M-V/def2-TZVPD) for 6 unconnected molecules or ions with the total composition C27H49BNO14S5.

Computed properties:
Charge ... +1
HOMO-LUMO gap ... 7.1316 eV

Geometry (Å):
C -1.365 -1.818 5.720
O -2.268 -1.292 6.762
B -2.400 0.202 6.637
O -2.626 1.115 7.780
C -2.269 0.783 5.080
C -0.872 1.542 4.675
C -0.710 2.085 3.120
C 0.710 2.811 2.737
O 1.614 2.084 2.034
O 0.958 4.201 3.213
C -1.981 1.830 2.114
C -3.328 1.045 2.704
N -3.436 0.530 4.148
H -1.066 -2.919 6.069
H -1.888 -1.965 4.665
H -0.349 -1.217 5.621
H -1.767 1.547 8.081
H -0.043 1.677 5.490
H 1.813 4.182 3.772
H -1.922 2.210 0.993
H -4.296 0.843 2.036
H -4.294 0.015 4.494
C 1.701 -2.157 0.786
C 1.263 -3.563 1.194
C 0.229 -3.415 2.310
S -0.563 -1.835 2.051
O -0.233 -0.967 3.162
O -1.928 -2.051 1.615
C 0.419 -1.350 0.645
H 2.276 -2.165 -0.145
H 2.333 -1.725 1.571
H 0.807 -4.067 0.333
H 2.111 -4.173 1.520
H -0.522 -4.209 2.270
H 0.703 -3.400 3.295
H 0.587 -0.272 0.661
H -0.127 -1.634 -0.259
C 6.801 -4.346 -1.581
C 6.363 -5.752 -1.173
C 5.329 -5.604 -0.058
S 4.537 -4.024 -0.316
O 4.867 -3.156 0.795
O 3.172 -4.240 -0.753
C 5.519 -3.539 -1.722
H 7.376 -4.354 -2.512
H 7.433 -3.914 -0.796
H 5.907 -6.256 -2.034
H 7.211 -6.362 -0.847
H 4.578 -6.398 -0.098
H 5.803 -5.589 0.927
H 5.687 -2.461 -1.707
H 4.973 -3.823 -2.626
C 4.330 8.109 2.788
C 5.367 7.883 3.887
C 4.632 7.320 5.102
S 3.208 6.449 4.466
O 2.013 7.137 4.907
O 3.397 5.025 4.655
C 3.486 6.843 2.751
H 4.800 8.307 1.820
H 3.702 8.971 3.043
H 6.115 7.160 3.540
H 5.897 8.807 4.139
H 5.261 6.626 5.666
H 4.276 8.118 5.760
H 2.532 6.978 2.239
H 4.041 6.013 2.303
C -2.758 -0.495 -3.583
C -2.036 -0.665 -4.919
C -0.993 -1.766 -4.739
S -1.619 -2.843 -3.458
O -0.739 -2.755 -2.312
O -2.002 -4.111 -4.046
C -3.092 -1.902 -3.113
H -3.657 0.120 -3.683
H -2.092 -0.006 -2.862
H -2.758 -0.962 -5.689
H -1.571 0.269 -5.249
H -0.852 -2.340 -5.659
H -0.035 -1.360 -4.403
H -3.328 -1.955 -2.049
H -3.909 -2.331 -3.702
C -7.556 -0.256 -6.829
C -6.951 1.048 -6.309
C -5.484 0.775 -5.981
S -4.970 -0.552 -7.061
O -4.667 -1.714 -6.252
O -4.044 -0.032 -8.048
C -6.555 -0.801 -7.836
H -8.537 -0.095 -7.284
H -7.678 -0.963 -6.000
H -7.018 1.817 -7.088
H -7.489 1.422 -5.432
H -4.861 1.654 -6.163
H -5.361 0.438 -4.948
H -6.701 -1.860 -8.057
H -6.570 -0.218 -8.762


Entry 3:
Density functional theory data (ωB97M-V/def2-TZVPD) for a molecular structure, C27H49CoF2NO2Si2.

Computed properties:
Charge ... +1
Spin multiplicity ... 5
Energy above the lowest of the compared OMol25 structures with the same formula, charge and spin ... 11.8 kcal/mol
HOMO-LUMO gap (spin up / spin down) ... 8.2658 / 6.0288 eV

Geometry (Å):
O -0.670 1.248 -2.259
O -3.504 -2.570 -1.960
C -1.860 2.040 -2.167
C -1.579 3.372 -2.836
H -2.104 2.176 -1.100
H -2.712 1.507 -2.618
H -0.723 3.877 -2.370
H -2.457 4.011 -2.771
H -1.362 3.231 -3.900
C -0.688 0.056 -3.025
C -1.850 -0.208 -3.973
H -0.575 -0.783 -2.312
H 0.234 0.108 -3.631
H -2.682 -0.704 -3.460
H -1.468 -0.910 -4.723
H -2.200 0.679 -4.515
C -2.518 -3.474 -1.489
C -4.511 -2.286 -0.999
C -1.819 -4.134 -2.661
H -2.986 -4.260 -0.867
H -1.784 -2.939 -0.860
H -2.533 -4.639 -3.318
H -1.131 -4.892 -2.279
H -1.249 -3.419 -3.259
C -5.897 -2.335 -1.623
H -4.323 -1.282 -0.585
H -4.484 -3.001 -0.160
H -5.964 -1.697 -2.507
H -6.633 -1.997 -0.888
H -6.143 -3.360 -1.924
H -0.183 -0.342 1.303
Co 1.876 1.157 0.206
C -1.209 -0.036 1.085
Si -1.821 -0.253 2.867
H -1.270 0.991 0.685
H -1.636 -0.694 0.305
C -3.546 0.498 2.939
C -0.586 0.677 3.960
C -1.425 -2.108 2.954
C 2.250 1.860 -1.508
Si 3.175 0.238 -1.855
H 2.906 2.757 -1.503
H 1.369 2.057 -2.148
C 3.431 0.345 -3.709
C 2.393 -1.439 -1.501
C 4.800 0.325 -0.925
H -1.675 -2.607 2.003
H -1.927 -2.649 3.761
H -0.334 -2.231 3.080
H -3.479 1.547 2.604
H -4.016 0.503 3.932
H -4.226 -0.020 2.245
H -0.440 1.713 3.618
H 0.404 0.203 3.896
H -0.884 0.704 5.016
H 2.420 -2.022 -2.433
H 1.352 -1.412 -1.152
H 2.989 -1.981 -0.756
H 5.513 -0.361 -1.404
H 4.690 0.043 0.131
H 5.202 1.346 -0.972
H 4.389 -0.110 -3.990
H 3.437 1.395 -4.023
H 2.627 -0.173 -4.246
F 3.321 -3.401 2.917
C 3.211 -2.027 2.854
C 2.433 -1.474 1.819
C 2.420 -0.090 1.684
C 2.954 0.716 2.710
C 3.708 0.103 3.729
F 4.335 0.874 4.684
C 3.892 -1.269 3.799
C 2.593 2.114 2.652
C 2.810 3.086 3.618
C 2.185 4.319 3.465
C 1.320 4.547 2.400
C 1.132 3.566 1.440
N 1.831 2.408 1.549
H 1.902 -2.125 1.130
H 4.519 -1.719 4.565
H 3.433 2.821 4.462
H 2.381 5.086 4.211
H 0.780 5.487 2.291
H 0.451 3.639 0.592


Entry 4:
Density functional theory data (ωB97M-V/def2-TZVPD) for 3 unconnected molecules or ions with the total composition C27H49F7N2O7P.

Computed properties:
Charge ... +1
Energy above the lowest of the compared OMol25 structures with the same formula, charge and spin ... 256.6 kcal/mol
HOMO-LUMO gap ... 7.6444 eV

Geometry (Å):
C 3.171 2.656 -1.897
C 3.847 1.269 -1.352
C 5.094 1.666 -0.313
C 2.806 0.167 -0.737
C 1.230 0.626 -0.711
C 0.839 1.757 0.399
N 1.908 1.726 1.463
C -0.509 1.316 1.284
O -1.094 -0.012 1.523
C -2.283 -0.115 0.653
C -3.587 -0.820 1.358
C -3.948 -0.230 2.861
C -4.988 -0.636 0.468
C -5.456 0.933 0.313
C -4.888 -1.266 -1.044
N -1.119 2.470 1.789
F -2.243 2.439 2.544
C -0.310 3.717 1.382
P -1.152 5.430 1.579
O -0.573 6.242 3.027
O -2.883 5.274 1.833
C 0.215 3.218 -0.088
C -0.808 3.125 -1.357
C -1.380 4.539 -1.939
C -0.372 5.822 -1.838
C -2.922 4.852 -1.366
H 2.184 2.528 -2.513
H 3.099 3.391 -0.990
H 3.962 3.140 -2.649
H 4.394 0.773 -2.291
H 4.787 2.662 0.265
H 6.085 1.948 -0.909
H 5.275 0.843 0.500
H 3.201 -0.258 0.307
H 2.853 -0.775 -1.469
H 0.614 -0.355 -0.418
H 0.931 0.865 -1.816
H 2.057 0.781 1.877
H 2.795 2.194 1.177
H -2.017 -0.767 -0.306
H -2.634 0.937 0.265
H -3.451 -1.996 1.479
H -4.270 0.906 2.858
H -3.096 -0.380 3.651
H -4.921 -0.829 3.204
H -5.878 -1.188 1.034
H -4.714 1.588 -0.352
H -5.730 1.460 1.334
H -6.474 0.912 -0.310
H -5.990 -1.616 -1.333
H -4.154 -2.177 -1.104
H -4.634 -0.397 -1.813
H 0.463 3.757 2.291
H 0.300 5.839 3.316
H -3.177 5.916 2.549
H 1.105 3.945 -0.305
H -1.743 2.482 -0.987
H -0.385 2.525 -2.292
H -1.556 4.366 -3.109
H 0.289 5.883 -0.879
H 0.240 5.910 -2.853
H -1.066 6.794 -1.822
H -2.983 5.929 -0.864
H -3.139 4.078 -0.483
H -3.750 4.692 -2.177
C 3.531 -6.720 -3.073
C 3.588 -5.431 -2.274
O 2.759 -4.426 -2.876
C 1.419 -4.497 -2.590
O 0.918 -5.357 -1.871
C 0.666 -3.344 -3.250
F 1.037 -3.145 -4.548
F 0.880 -2.158 -2.609
F -0.684 -3.528 -3.267
H 3.789 -6.535 -4.120
H 4.223 -7.462 -2.662
H 2.522 -7.146 -3.064
H 4.612 -5.043 -2.279
H 3.309 -5.591 -1.225
C -0.528 -4.540 1.965
C 0.335 -3.498 2.654
O 1.405 -4.126 3.374
C 2.502 -4.487 2.634
O 2.599 -4.307 1.423
C 3.581 -5.093 3.530
F 3.081 -5.997 4.421
F 4.223 -4.144 4.272
F 4.550 -5.748 2.831
H -0.885 -5.281 2.686
H -1.390 -4.071 1.481
H 0.042 -5.085 1.205
H -0.267 -2.954 3.388
H 0.722 -2.758 1.942


Table of max |F| (hartree/bohr), in record order: 0.0547; 0.1814; 0.0604; 0.1070